Entry from the Open Molecules 2025 dataset: C44H52AsBrO6PW as an isolated structure (ωB97M-V/def2-TZVPD).

Each line ends with the Mulliken charge.
CARTESIAN COORDINATES (ANGSTROEM)
W: 0.189018 0.566070 -0.413876  0.793
C: -1.033113 -2.837034 -1.848951  -1.145
C: -1.663211 -1.590690 -2.486639  -0.624
O: -1.840885 -0.571032 -1.500489  0.276
C: -2.919527 -0.835468 -0.599240  -0.602
C: -2.387533 -1.289133 0.754311  -0.781
O: -1.533349 -0.226832 1.163984  -0.299
C: -1.142267 -0.261380 2.531026  -0.690
C: -0.640622 1.142102 2.834961  -0.588
O: 0.399098 1.397344 1.896060  -0.334
C: 1.237773 2.490103 2.244974  -1.114
C: 2.305440 2.620922 1.129840  -0.139
O: 2.206563 1.560948 0.175346  -0.523
C: 3.201300 0.537185 0.299752  -0.601
C: 2.739329 -0.529564 1.290685  -0.748
O: 1.616080 -1.230314 0.755100  -0.317
C: 1.975990 -2.498092 0.180970  -0.672
C: 0.694202 -3.230749 -0.196888  -0.875
O: -0.085012 -2.303714 -0.932094  0.313
H: -0.550782 -3.466131 -2.606535  0.529
H: -1.785674 -3.443903 -1.326887  0.322
H: -2.621516 -1.824704 -2.957130  0.676
H: -1.001236 -1.151167 -3.235515  0.228
H: -3.602979 -1.577940 -1.016915  0.606
H: -3.447971 0.115407 -0.461261  0.108
H: -1.822735 -2.224819 0.682614  0.023
H: -3.209137 -1.427295 1.466380  0.712
H: -0.350389 -1.008296 2.692240  0.166
H: -1.995509 -0.501498 3.175282  0.606
H: -0.261005 1.201520 3.861165  0.579
H: -1.451790 1.871380 2.695255  0.205
H: 1.698732 2.290374 3.221892  0.573
H: 0.652313 3.415744 2.334792  0.373
H: 3.307103 2.638165 1.567614  0.579
H: 2.165718 3.549292 0.566805  0.065
H: 4.162670 0.971580 0.591889  0.712
H: 3.296959 0.105888 -0.706089  0.159
H: 2.407186 -0.054333 2.222608  0.154
H: 3.549937 -1.223314 1.530903  0.705
H: 2.536285 -3.089653 0.911492  0.566
H: 2.605814 -2.343661 -0.702398  0.333
H: 0.155329 -3.550995 0.705655  0.406
H: 0.943036 -4.113083 -0.793409  0.454
C: -2.392928 3.385475 -0.099561  -1.830
C: -3.045649 4.506387 -0.902190  -0.245
As: -4.391625 5.600278 0.107634  0.206
C: -3.126940 6.545100 1.290879  0.246
C: -2.058718 7.253407 0.753158  -0.014
C: -1.175343 7.905237 1.595729  -0.782
C: -1.354366 7.860274 2.968900  -0.592
C: -2.424493 7.164851 3.505765  -0.589
C: -3.309669 6.506636 2.666450  -0.583
C: -4.698161 6.948921 -1.264461  0.192
C: -4.517964 6.711831 -2.625824  0.095
C: -4.685508 7.738993 -3.535666  -0.751
C: -5.086023 8.995810 -3.099491  -0.460
C: -5.305682 9.230299 -1.748407  -0.646
C: -5.136016 8.204217 -0.838232  -0.454
P: -1.177569 2.485405 -1.194230  1.412
C: -2.219873 1.960089 -2.597473  1.393
C: -1.582283 1.617190 -3.790221  -0.827
C: -2.320201 1.198452 -4.882285  -1.038
C: -3.696884 1.067048 -4.787963  -1.091
C: -4.332922 1.358275 -3.592239  -1.318
C: -3.603181 1.804532 -2.503470  -0.988
C: -0.267374 3.964919 -1.783638  1.327
C: -0.225957 4.424658 -3.096356  -0.786
C: 0.470646 5.585794 -3.399021  -1.110
C: 1.105857 6.310348 -2.403672  -0.980
C: 1.035856 5.877776 -1.087912  -0.836
C: 0.359019 4.711774 -0.784349  -1.097
H: -3.137727 2.680068 0.282403  1.003
H: -1.865891 3.809874 0.762735  0.764
H: -3.552745 4.103897 -1.778884  0.215
H: -2.286224 5.206719 -1.254942  0.452
H: -1.926847 7.316276 -0.321279  0.483
H: -0.358185 8.470881 1.173800  0.507
H: -0.668533 8.380260 3.619397  0.461
H: -2.581364 7.147940 4.572730  0.479
H: -4.157194 5.972637 3.080881  0.411
H: -4.232250 5.731418 -2.984217  0.364
H: -4.520352 7.552586 -4.587063  0.412
H: -5.258675 9.780658 -3.819922  0.401
H: -5.629790 10.203523 -1.411911  0.418
H: -5.327425 8.374974 0.215596  0.419
H: -0.507211 1.684273 -3.859464  0.554
H: -1.811171 0.961644 -5.802596  0.554
H: -4.267177 0.715375 -5.632267  0.482
H: -5.402753 1.247290 -3.502567  0.576
H: -4.132488 2.013417 -1.584233  0.588
H: -0.750035 3.894872 -3.876250  0.606
H: 0.514818 5.928776 -4.420706  0.591
H: 1.642437 7.215043 -2.644628  0.465
H: 1.501615 6.451107 -0.300604  0.583
H: 0.261453 4.395685 0.247474  0.973
Br: 2.747899 0.822893 -6.744720  -0.062
C: 2.241401 0.703619 -4.918734  -0.602
C: 1.823362 -0.508531 -4.378712  -0.840
C: 1.357433 -0.552044 -3.077790  -0.588
C: 1.237300 0.593400 -2.268413  1.557
C: 1.805583 1.768042 -2.810764  0.060
C: 2.301393 1.829861 -4.098942  -0.122
H: 1.869570 -1.414017 -4.962746  0.603
H: 1.092758 -1.520561 -2.675988  0.502
H: 1.873756 2.667408 -2.206033  0.116
H: 2.725199 2.744488 -4.485526  0.593

Forces on the atoms, in the same order (eV/Å):
W 0.8 -0.7 0.3
C -0.3 0.4 0.0
C 0.5 -0.5 -0.4
O 0.7 0.3 0.6
C -0.2 0.1 0.8
C -0.5 -0.4 -0.7
O 0.6 0.4 -0.7
C 0.5 0.5 0.8
C -0.9 -0.6 0.3
O 0.0 -0.5 -1.1
C 0.5 0.4 -0.1
C -0.3 0.9 0.5
O -1.3 -0.5 -0.4
C 0.6 -1.2 0.0
C 0.4 0.6 0.2
O -0.5 0.6 -0.2
C -0.3 -0.6 -0.4
C 0.4 0.2 0.3
O 0.2 0.1 -0.1
H -0.1 0.1 0.1
H 0.1 0.0 0.0
H 0.1 0.1 0.1
H -0.2 -0.1 0.1
H 0.1 0.1 -0.1
H 0.0 -0.2 -0.1
H -0.1 0.2 0.1
H 0.1 0.2 -0.1
H -0.2 0.1 -0.1
H 0.0 0.0 -0.2
H 0.0 0.0 -0.2
H 0.2 -0.1 0.1
H -0.1 -0.1 -0.2
H 0.0 -0.2 -0.1
H -0.1 -0.1 -0.2
H 0.1 -0.3 0.1
H -0.2 0.1 0.0
H 0.1 0.1 0.3
H 0.1 -0.2 -0.1
H -0.1 0.1 -0.1
H -0.1 0.1 0.0
H -0.1 0.1 0.1
H 0.0 0.0 -0.1
H 0.0 0.0 0.0
C -0.1 -0.2 0.3
C 0.1 0.4 -0.2
As -0.2 -0.4 0.4
C -0.2 -0.2 -0.7
C 0.1 0.0 0.1
C 0.1 0.1 -0.2
C 0.0 0.0 0.1
C 0.0 0.0 0.1
C -0.2 -0.2 -0.1
C 0.1 0.1 0.0
C 0.2 -0.1 0.4
C -0.2 0.2 -0.1
C 0.0 -0.1 -0.1
C -0.2 -0.1 -0.2
C 0.3 -0.3 0.2
P -1.1 1.6 -0.8
C 0.3 -0.4 0.0
C -0.1 0.1 0.1
C 0.0 -0.1 -0.1
C 0.1 -0.1 0.0
C 0.0 0.0 0.1
C 0.1 0.0 0.2
C 0.4 -0.3 0.2
C -0.1 -0.2 0.1
C 0.0 0.0 0.0
C 0.0 0.0 0.0
C 0.1 0.0 0.1
C -0.1 -0.2 0.0
H 0.1 0.0 0.1
H 0.0 -0.1 0.0
H 0.0 0.2 0.1
H -0.1 -0.1 0.0
H 0.0 0.0 0.0
H 0.1 0.1 0.0
H 0.1 0.1 0.1
H 0.0 0.0 0.1
H 0.0 0.0 0.0
H 0.1 0.0 0.0
H -0.1 0.0 -0.1
H 0.1 0.1 0.0
H 0.0 0.1 0.0
H 0.1 0.1 0.0
H 0.1 0.0 -0.1
H 0.0 0.0 -0.2
H -0.1 0.0 -0.1
H -0.1 0.0 0.0
H 0.0 0.1 0.0
H 0.0 0.0 -0.1
H -0.1 0.0 -0.1
H 0.0 0.1 0.0
H 0.0 0.1 0.1
H 0.0 0.1 0.1
Br -0.2 -0.1 0.8
C 0.1 0.0 -0.5
C 0.0 0.1 0.0
C 0.0 -0.5 0.2
C -0.5 0.0 0.8
C 0.0 0.5 0.2
C -0.1 0.0 0.1
H 0.0 -0.1 -0.1
H -0.1 0.0 -0.1
H -0.1 -0.1 -0.1
H 0.0 0.1 0.0

Calculated values
spin multiplicity: 3
charge: +3
gap between HOMO and LUMO (spin up / spin down): 3.42 / 3.87 eV
relative energy (zero: lowest compared OMol25 entry of this formula, charge and spin): 0.809 eV

***

Entry from the Open Molecules 2025 dataset: a 10-piece molecular cluster, C44H52F32O16 overall (ωB97M-V/def2-TZVPD).

Each line ends with the Mulliken charge.
CARTESIAN COORDINATES (ANGSTROEM)
F: -13.677976 -6.753809 21.628600  -0.267
C: -13.072824 -6.219062 20.540358  0.190
F: -12.997183 -7.191350 19.591632  -0.278
C: -13.909909 -5.016258 20.004186  0.886
F: -14.372539 -4.311856 21.046238  -0.311
F: -14.973743 -5.497050 19.331003  -0.332
C: -13.032473 -4.233552 19.042378  -0.327
O: -11.818527 -3.812515 19.622692  -0.518
C: -11.192123 -2.719202 19.081591  0.838
F: -10.963438 -2.838425 17.760002  -0.254
F: -12.023179 -1.650889 19.252755  -0.081
C: -9.868422 -2.382242 19.817592  0.242
F: -10.114650 -2.148766 21.125303  -0.274
F: -9.048559 -3.449818 19.723052  -0.290
H: -12.037899 -5.931491 20.741589  0.251
H: -13.583284 -3.451632 18.509398  -0.031
H: -12.814648 -4.901266 18.200583  0.429
H: -9.505235 -1.449777 19.371978  0.193
F: -11.131090 -3.718972 5.705856  -0.208
C: -10.337341 -3.274636 6.715648  -0.149
F: -10.462360 -1.915724 6.736605  -0.277
C: -10.637446 -3.827141 8.151364  1.115
F: -11.506529 -3.019627 8.767463  -0.046
F: -9.415612 -3.820500 8.757994  -0.319
C: -11.131534 -5.259940 8.053692  -0.933
O: -11.387383 -5.716230 9.374650  -0.267
C: -11.277766 -7.063814 9.581307  0.906
F: -12.364580 -7.753644 9.178999  -0.318
F: -10.262357 -7.619509 8.890192  -0.308
C: -11.002526 -7.219936 11.052005  0.380
F: -11.844501 -6.591605 11.905010  -0.198
F: -10.959106 -8.522551 11.470396  -0.304
H: -9.309130 -3.518464 6.431475  0.340
H: -10.388307 -5.848001 7.517901  0.549
H: -12.064636 -5.239341 7.486086  0.037
H: -9.976860 -6.876821 11.234268  0.046
F: -14.433805 -4.274204 2.593434  -0.286
C: -14.993467 -4.037143 3.808540  0.211
F: -16.329332 -3.844004 3.671468  -0.270
C: -14.738941 -5.108696 4.841780  0.948
F: -13.414223 -5.464343 4.728112  -0.294
F: -15.432392 -6.256107 4.555146  -0.325
C: -15.110853 -4.713658 6.255025  -0.755
O: -14.646693 -3.408982 6.557132  -0.342
C: -14.856097 -3.045743 7.858421  0.693
F: -16.111438 -3.388754 8.263880  -0.383
F: -14.002110 -3.734824 8.631349  -0.106
C: -14.759294 -1.515001 7.946153  0.166
F: -15.779228 -0.977728 7.237013  -0.320
F: -14.771585 -1.015185 9.187657  -0.092
H: -14.488563 -3.128921 4.165434  0.190
H: -14.649692 -5.449297 6.919151  0.378
H: -16.190875 -4.851646 6.319919  0.340
H: -13.837601 -1.281289 7.395396  0.297
F: -12.159362 -0.829439 10.845410  -0.258
C: -11.662615 -1.689366 11.765074  0.071
F: -10.906816 -1.023041 12.681518  0.146
C: -12.758968 -2.623698 12.277356  1.362
F: -12.237076 -3.534528 13.120051  -0.290
F: -13.248020 -3.303877 11.212854  -0.167
C: -13.964116 -1.952598 12.882782  -1.458
O: -13.576486 -0.933156 13.810367  -0.051
C: -14.601007 -0.356868 14.571815  0.352
F: -14.124582 0.791648 15.059113  -0.116
F: -15.531802 -0.008547 13.648112  -0.276
C: -15.013398 -1.317174 15.721697  0.383
F: -13.879349 -1.699186 16.388436  -0.066
F: -15.892186 -0.830397 16.614006  -0.329
H: -10.875862 -2.269770 11.261825  -0.310
H: -14.666338 -2.725836 13.207975  0.464
H: -14.520247 -1.396583 12.124657  0.133
H: -15.439831 -2.202341 15.229890  0.149
O: -16.801254 3.740160 15.294432  -0.623
C: -15.716192 3.788669 14.784342  0.456
C: -15.357246 3.711559 13.312187  0.176
C: -14.017760 4.464120 13.295727  -0.578
C: -13.472666 4.269975 14.752347  0.810
O: -14.599717 3.809052 15.509701  -0.400
H: -15.352891 2.647800 13.072374  -0.277
H: -16.214934 4.149168 12.803183  0.350
H: -13.397220 4.108772 12.475984  0.230
H: -14.186148 5.530312 13.152607  0.325
H: -12.731350 3.481209 14.839642  -0.696
H: -13.122303 5.242500 15.084967  0.396
O: -17.049859 -2.004828 19.777235  -0.570
C: -16.414512 -1.214788 20.420856  0.468
C: -14.983448 -0.864949 20.132908  0.923
C: -14.622069 0.147524 21.183948  -0.666
C: -15.988107 0.771256 21.515925  -0.429
O: -16.942633 -0.246032 21.190847  -0.404
H: -14.302816 -1.706556 20.048719  -0.390
H: -14.933734 -0.358939 19.164157  -0.177
H: -14.102814 -0.317454 22.022277  0.339
H: -13.954852 0.909414 20.777342  0.272
H: -16.052416 0.929563 22.593742  0.330
H: -16.160588 1.740733 21.051367  0.255
O: -17.015533 -2.896071 13.702026  -0.667
C: -17.488178 -2.392946 12.706462  0.695
C: -18.261242 -1.107662 12.664646  -0.294
C: -18.281587 -0.803099 11.173052  -0.623
C: -18.035053 -2.150308 10.500729  -0.039
O: -17.390222 -2.942661 11.515486  -0.302
H: -19.284510 -1.307589 12.989997  0.371
H: -17.873030 -0.296482 13.269936  0.084
H: -19.260740 -0.439841 10.855202  0.409
H: -17.576561 -0.060966 10.794606  0.236
H: -19.000007 -2.586252 10.232285  0.298
H: -17.442003 -2.105735 9.595509  -0.070
O: -7.880354 -0.355026 12.251353  -0.586
C: -7.870726 -1.546624 12.429873  0.298
C: -7.394937 -2.589753 11.434697  -0.041
C: -7.527506 -3.917736 12.253615  -0.478
C: -8.469162 -3.543824 13.387530  -0.113
O: -8.401599 -2.118798 13.495110  -0.202
H: -8.142402 -2.611150 10.640917  -0.178
H: -6.390926 -2.434114 11.057064  0.464
H: -7.820709 -4.748996 11.613857  0.182
H: -6.603446 -4.260122 12.720677  0.334
H: -9.527967 -3.810890 13.333990  -0.038
H: -8.148461 -3.951840 14.347125  0.400
O: -10.287233 3.726997 13.986497  -0.548
C: -9.996944 3.306333 12.897626  0.288
C: -10.320459 1.963892 12.326192  1.177
C: -10.049268 2.119783 10.847195  -0.308
C: -8.886315 3.124440 10.905822  -0.612
O: -9.159057 3.926768 12.047621  -0.414
H: -9.552429 1.374097 12.840660  -0.601
H: -11.288999 1.588809 12.649842  -0.122
H: -9.654080 1.158475 10.518148  0.110
H: -10.837045 2.599104 10.271983  0.354
H: -7.897624 2.662245 10.929444  0.239
H: -8.898797 3.726956 9.995653  0.403
O: -7.766047 0.750669 17.189191  -0.634
C: -8.926594 0.621163 16.948634  0.373
C: -9.575603 0.577371 15.588843  0.164
C: -11.016344 0.947256 15.827352  1.506
C: -11.226930 0.423087 17.232975  -0.382
O: -9.928704 0.728495 17.866030  -0.467
H: -9.120441 1.427072 15.078007  0.112
H: -9.616809 -0.361739 15.043780  -0.155
H: -11.267610 2.003040 15.744442  -0.184
H: -11.635289 0.396156 15.117585  -0.677
H: -12.052293 0.832571 17.805311  0.501
H: -11.260990 -0.659701 17.210599  -0.285

Forces on the atoms, in the same order (eV/Å):
F 0.2 0.2 -0.2
C -0.1 -0.1 0.1
F -0.2 0.2 -0.1
C 0.9 -0.9 0.1
F 0.2 0.4 0.1
F -0.1 0.1 -0.2
C -0.6 0.0 -1.9
O 0.9 0.3 0.2
C -1.0 -0.3 1.4
F 0.0 -0.2 -0.1
F 0.2 0.2 -0.3
C -0.9 -0.1 -0.2
F -0.1 -0.2 -0.1
F 0.2 0.4 -0.2
H -0.2 0.1 0.5
H -0.1 0.4 0.7
H 0.1 -0.4 0.3
H 0.6 -0.3 -0.1
F -0.3 -0.2 0.7
C 0.6 0.8 -0.4
F 0.0 -0.4 0.2
C 0.1 -0.8 -2.0
F 0.4 0.0 0.5
F -0.3 0.4 0.7
C -0.7 0.6 0.0
O 0.4 -0.5 -0.3
C -0.9 0.1 -0.3
F -0.3 0.3 0.0
F 0.5 0.1 0.1
C 1.5 -0.9 2.5
F -0.1 0.2 -1.0
F -0.5 0.1 -0.8
H -0.1 0.0 0.2
H 0.0 -0.1 0.1
H 0.1 -0.1 -0.1
H -0.2 0.5 -0.2
F -0.5 -0.6 0.3
C 0.6 1.4 -0.3
F 0.3 -0.1 0.0
C 0.6 -1.4 -0.6
F -0.4 0.5 0.4
F 0.0 0.5 0.1
C 0.1 -1.0 -0.1
O -0.4 0.4 0.0
C -1.1 -0.5 -0.1
F 0.1 -0.2 0.0
F 0.0 0.4 0.4
C 1.4 0.0 -1.3
F -0.2 -0.2 0.3
F -0.1 -0.4 0.0
H -0.5 0.1 0.0
H 0.0 0.0 0.0
H 0.0 0.5 0.1
H 0.1 0.5 0.5
F -0.4 0.2 0.5
C 2.3 -0.7 -1.1
F -1.3 0.2 0.4
C -0.9 0.8 0.5
F 0.5 0.0 0.2
F 0.3 -0.1 -0.3
C -1.0 1.1 -0.4
O 0.2 -0.5 1.4
C 1.6 0.1 -1.0
F 0.1 0.0 0.2
F -1.1 -0.2 0.9
C -0.5 -1.1 -0.8
F -0.3 0.5 -0.2
F 0.4 0.4 -0.4
H -0.6 -0.5 -0.3
H 0.3 0.0 0.6
H 0.3 -0.4 -0.6
H -0.1 0.1 0.4
O 0.0 0.0 -0.2
C -0.7 -0.8 0.0
C -0.7 0.7 0.9
C -0.4 -0.5 -0.1
C -0.3 -0.7 -1.4
O 0.5 0.9 0.8
H 0.4 0.0 -0.1
H 0.4 0.2 -0.4
H 0.4 0.0 0.3
H -0.1 0.0 -0.2
H 0.3 0.3 -0.1
H 0.1 -0.2 0.6
O -0.3 -0.3 1.1
C 0.1 0.7 -2.4
C 0.9 0.1 -0.1
C 0.6 0.7 -0.2
C 0.9 -0.7 1.5
O -0.8 0.1 0.3
H -0.2 -0.2 0.2
H -0.5 -0.2 -0.1
H -0.3 0.1 0.2
H 0.1 0.0 0.1
H -0.2 0.1 0.0
H -0.4 -0.3 -0.6
O 0.1 0.0 -0.5
C 0.2 0.3 2.0
C -0.4 0.3 -0.9
C -0.6 0.6 -1.0
C -0.7 0.3 0.3
O 0.3 -0.7 -1.2
H 0.1 -0.1 0.2
H 0.2 -0.3 0.2
H 0.1 0.1 0.1
H 0.3 0.0 0.5
H 0.2 -0.4 0.2
H 0.3 -0.1 0.2
O 0.1 -0.2 0.3
C 0.3 0.8 -1.3
C -0.4 -1.4 1.2
C 0.4 0.1 -0.5
C -0.3 -0.3 0.7
O -0.2 0.0 0.8
H 0.3 0.2 -0.3
H -0.1 0.3 -0.1
H -0.4 0.0 0.1
H 0.3 0.4 -0.2
H 0.1 0.0 -0.6
H 0.2 0.1 -0.1
O 0.0 0.4 -0.4
C 0.0 -0.3 0.5
C -0.5 0.3 0.6
C 1.5 -0.5 0.7
C -0.4 -0.3 -1.1
O 0.4 0.9 0.2
H -0.1 -0.5 -0.5
H 0.0 0.1 -0.1
H -0.5 0.1 -0.8
H -0.3 -0.6 0.0
H -0.1 -0.1 0.6
H 0.0 0.4 0.3
O 0.1 -0.4 0.6
C -0.9 0.5 -0.5
C -0.3 1.2 -0.5
C -1.3 -0.5 0.1
C 1.3 -0.1 -0.3
O -0.2 -0.3 0.8
H 0.4 -0.6 -0.6
H 1.0 0.0 0.0
H 0.4 0.1 0.0
H -0.2 0.2 0.1
H 0.2 0.2 0.2
H -0.5 -0.1 0.0

Calculated values
gap between HOMO and LUMO: 9.85 eV
relative energy (zero: lowest compared OMol25 entry of this formula, charge and spin): 0.103 eV
structure (SMILES): FC(F)C(F)(F)COC(F)(F)C(F)F.FC(F)C(F)(F)COC(F)(F)C(F)F.FC(F)C(F)(F)COC(F)(F)C(F)F.FC(F)C(F)(F)COC(F)(F)C(F)F.O=C1CCCO1.O=C1CCCO1.O=C1CCCO1.O=C1CCCO1.O=C1CCCO1.O=C1CCCO1